1.
Computed, not measured: a structure of composition C42H52I2NS4Sb2TeZr, with the ωB97M-V functional and the def2-TZVPD basis.

Geometry as XYZ:
```
105
C42H52I2NS4Sb2TeZr | OMol25 | the ωB97M-V functional and the def2-TZVPD basis
Zr -0.53005 -0.83116 0.73302
S 0.88382 -2.75846 -0.39595
S 1.15452 -4.57602 0.54087
S -0.42771 -5.64280 -0.27657
S -2.02115 -4.53800 0.30971
I -3.07444 -1.76461 1.92991
C -4.63050 -0.47885 1.23251
I -2.44079 0.59687 -1.03660
H -4.64338 0.35179 1.94231
H -5.53977 -1.07109 1.37960
C 1.97678 0.52629 -3.74064
C 2.21590 1.84855 -3.02018
C 2.83236 1.70309 -1.63265
Sb 1.51019 1.23882 0.02871
C 3.08857 1.06907 1.46697
C 4.29544 0.46272 1.13846
C 5.29820 0.33863 2.09086
C 5.09547 0.81758 3.37684
C 3.88767 1.41651 3.70971
C 2.88256 1.53766 2.76159
C 1.01289 3.27519 0.48103
C 2.01717 4.13226 0.92192
C 1.71966 5.45067 1.22971
C 0.42036 5.92017 1.08992
C -0.57433 5.07473 0.62413
C -0.28280 3.75144 0.32003
Sb 0.41397 -0.73938 -2.91388
C -1.14630 0.03063 -4.20987
C -1.23773 1.37654 -4.54171
C -2.33613 1.85171 -5.24577
C -3.34540 0.98426 -5.63648
C -3.25114 -0.36516 -5.32818
C -2.16209 -0.83243 -4.60808
C 0.77157 -2.36191 -4.30374
C 0.78997 -2.09937 -5.67272
C 0.96818 -3.12895 -6.58323
C 1.12110 -4.43671 -6.14252
C 1.11178 -4.70897 -4.78438
C 0.94293 -3.67317 -3.87244
H 2.88787 -0.07588 -3.73910
H 1.69363 0.70159 -4.77860
H 1.29975 2.44454 -2.96841
H 2.92086 2.42686 -3.62672
H 3.26374 2.65062 -1.30923
H 3.62738 0.95698 -1.65822
H 4.45897 0.07474 0.14011
H 6.23877 -0.12359 1.82033
H 5.87904 0.72510 4.11730
H 3.73011 1.80629 4.70801
H 1.93987 2.00269 3.02861
H 3.03255 3.77030 1.02952
H 2.50347 6.11063 1.57838
H 0.18736 6.94705 1.33937
H -1.58303 5.44554 0.49190
H -1.07102 3.10815 -0.05600
H -0.46125 2.07001 -4.24043
H -2.40971 2.90741 -5.47432
H -4.20331 1.35866 -6.17899
H -4.02571 -1.05178 -5.64736
H -2.09341 -1.88837 -4.36861
H 0.65375 -1.08599 -6.03230
H 0.98204 -2.91063 -7.64347
H 1.24760 -5.24023 -6.85635
H 1.23571 -5.72540 -4.43063
H 0.97050 -3.89846 -2.81572
C -4.22015 -2.68847 -1.36392
Te -2.08143 -2.73067 -1.38223
C -2.24728 -4.36006 -2.80658
H -4.56186 -2.65135 -2.39742
H -4.56381 -1.80607 -0.82007
H -4.56255 -3.60020 -0.87760
H -3.14080 -4.92005 -2.54055
H -1.36549 -4.98656 -2.73157
H -2.32318 -3.97627 -3.82203
C -3.18210 2.99229 2.14287
C -2.19486 2.27066 3.01532
C -2.07580 2.59894 4.36278
C -1.13461 1.96607 5.15737
C -0.96475 2.35335 6.60151
C -0.33328 0.95430 4.62963
C -0.46783 0.53916 3.30471
C -1.37589 1.27622 2.51758
N 0.19566 -0.50454 2.64080
C 0.91199 -1.63202 3.31859
C 0.00950 -2.87404 3.22220
C 1.28159 -1.50143 4.79854
C 2.25337 -1.88813 2.60405
H -2.89473 4.04017 2.03565
H -4.17289 2.97768 2.59934
H -3.25927 2.55050 1.15084
H -2.71984 3.36053 4.78629
H -1.66508 3.13820 6.88028
H 0.04759 2.71684 6.78599
H -1.13342 1.49511 7.25341
H 0.39230 0.52145 5.29409
H -1.44300 1.04597 1.45053
H -0.89118 -2.73598 3.82248
H 0.52999 -3.75611 3.59385
H -0.29143 -3.07823 2.18883
H 0.40293 -1.46059 5.44016
H 1.92927 -0.64451 4.98025
H 1.84212 -2.39735 5.06809
H 2.20002 -1.71265 1.53602
H 2.57337 -2.91866 2.76615
H 3.02398 -1.22849 3.00246
```

Output
Relative energy (zero: lowest compared OMol25 entry of this formula, charge and spin), kcal/mol: 58.07
Total charge: +1


2.
Computed, not measured: a cluster of 9 separate species, C42H53N9O14 in total, with the ωB97M-V functional and the def2-TZVPD basis.

Geometry as XYZ:
```
118
C42H53N9O14 | OMol25 | the ωB97M-V functional and the def2-TZVPD basis
C -4.91410 6.07670 -5.60308
C -3.57383 5.26529 -5.65277
C -3.00712 4.40646 -4.61105
C -3.99037 4.24454 -3.38128
C -5.30173 4.93519 -3.31639
C -5.68552 5.82091 -4.43049
N -3.45877 3.45449 -2.23817
O -3.61935 3.88824 -0.98530
O -2.53412 2.70270 -2.53476
H -5.35939 6.80500 -6.42446
H -3.16106 5.40912 -6.56095
H -2.16036 3.99709 -4.70466
H -6.05825 4.90580 -2.66261
H -6.48912 6.40861 -4.30433
C -4.80145 -0.16839 1.84273
C -5.09087 -1.09367 0.75733
C -4.25794 -2.29788 0.43438
C -3.05314 -2.57280 1.37583
C -2.69870 -1.50557 2.44259
C -3.65970 -0.25670 2.57448
N -2.10235 -3.61009 1.08740
O -2.46274 -4.52393 0.18082
O -1.24109 -3.76518 1.86727
H -5.51541 0.74285 1.83419
H -5.95001 -0.95568 0.05376
H -4.54456 -3.01721 -0.31202
H -1.75394 -1.72089 3.06851
H -3.52644 0.44974 3.28425
C 1.37090 -1.43795 -0.49455
C 0.73743 -0.24825 -1.38791
C 0.10463 0.72579 -0.65989
C -0.04406 0.66525 0.80300
C 0.54758 -0.41872 1.64267
C 1.31032 -1.57464 0.83393
N -0.82689 1.72323 1.47503
O -1.32667 2.62997 0.71954
O -0.94513 1.73640 2.70451
H 1.74820 -2.08821 -1.17130
H 1.03973 -0.11026 -2.37660
H -0.30419 1.53209 -1.27926
H 0.44132 -0.38910 2.74962
H 1.76556 -2.46803 1.28147
C 5.75412 -2.59611 2.78483
C 4.83852 -2.33856 1.71521
C 4.73177 -3.20622 0.49530
C 5.91135 -4.18822 0.19925
C 6.84376 -4.39094 1.37205
C 6.72372 -3.57836 2.70577
N 5.98116 -4.96659 -0.97516
O 4.86609 -5.22272 -1.49194
O 7.02570 -5.01217 -1.35937
H 5.82505 -2.05420 3.82452
H 4.00497 -1.41818 1.79863
H 3.89119 -3.05487 -0.08627
H 7.68102 -5.03182 1.25278
H 7.48724 -3.81421 3.67941
C 0.73831 -5.38006 8.48749
C 0.08021 -4.12433 8.14361
C 0.53676 -3.20282 7.04910
C 1.62198 -3.90826 6.02890
C 2.14621 -5.22544 6.37125
C 1.72206 -5.87943 7.76973
N 1.87310 -3.18461 4.73943
O 1.56249 -1.96533 4.61881
O 2.48467 -3.90952 3.86268
H 0.56144 -5.96803 9.31914
H -0.82066 -3.59660 8.50801
H 0.21348 -2.25596 6.99168
H 3.00465 -5.49787 5.92569
H 2.08664 -6.80484 8.30203
C 2.95214 0.77931 -6.19960
O 3.63854 1.76736 -6.23320
N 1.71507 0.82266 -5.53347
C 0.86398 -0.28672 -5.54868
C 1.09345 2.04241 -4.99041
H 3.32135 -0.06644 -6.58690
H 0.53417 -0.45245 -4.50300
H 1.49228 -1.29501 -5.75531
H 0.04652 -0.35277 -6.22192
H 1.28397 2.14607 -4.02760
H 0.25331 2.33965 -5.18081
H 1.75605 3.06525 -5.25465
C 0.00661 -4.60441 -4.64275
O -1.03379 -5.27965 -4.65933
N 0.79254 -4.49866 -3.46586
C 2.05557 -3.92848 -3.52734
C 0.50844 -5.26437 -2.23464
H 0.35205 -3.92030 -5.29241
H 1.99664 -2.80863 -3.86078
H 2.48368 -4.35156 -4.46387
H 2.82279 -3.80855 -2.67364
H 0.15569 -6.28029 -2.30482
H -0.53079 -4.94663 -1.95408
H 1.12109 -4.65444 -1.31363
C 2.50090 4.99878 -2.63123
O 3.65431 4.87307 -2.31301
N 1.42190 4.49342 -1.92255
C 0.14788 4.66552 -2.42932
C 1.55506 3.82277 -0.65053
H 2.34595 5.53068 -3.56658
H -0.75892 4.11389 -2.02829
H 0.08461 4.57836 -3.63312
H -0.27329 5.56193 -2.27030
H 2.17244 4.51221 0.03946
H 2.11332 2.88316 -0.87643
H 0.77627 3.57297 0.17357
C -3.46303 5.99730 5.01286
O -3.36588 7.16519 4.73402
N -3.46910 4.94970 4.15936
C -3.42764 3.53573 4.67112
C -3.30853 5.14907 2.73800
H -3.46000 5.48848 6.09046
H -2.87146 3.38152 5.55329
H -2.91126 2.91731 3.86016
H -4.50258 3.31894 4.64635
H -2.24203 5.36889 2.33470
H -3.84524 6.03735 2.42262
H -3.57927 4.39437 2.36002
```

Output
Relative energy (zero: lowest compared OMol25 entry of this formula, charge and spin), kcal/mol: 579.60
SMILES: O=[N+]([O-])c1ccccc1.O=[N+]([O-])c1ccccc1.O=[N+]([O-])c1ccccc1.O=[N+]([O-])c1ccccc1.O=[N+]([O-])c1ccccc1.CN(C)C=O.CN(C)C=O.CN(C)C=O.CN(C)C=O


3.
Computed, not measured: a structure of composition C42H54BBaN5O3P2SSi2, with the ωB97M-V functional and the def2-TZVPD basis.

Geometry as XYZ:
```
111
C42H54BBaN5O3P2SSi2 | OMol25 | the ωB97M-V functional and the def2-TZVPD basis
Ba 1.03578 0.11193 0.20613
C -0.60319 -3.84575 2.81053
Si 0.50132 -2.85603 1.60373
C 1.41522 -4.19281 0.58901
C 1.79064 -1.99434 2.69353
N -0.31093 -1.66512 0.72418
P -1.17602 -1.47121 -0.58827
C -1.13120 0.12301 -1.23445
P -1.91595 1.11618 -0.06412
N -1.14614 1.35514 1.31299
Si -1.52718 2.57804 2.45491
C -0.60134 2.12510 4.05544
C -3.37033 2.77407 3.02186
C -1.02500 4.35334 1.94174
C -3.63300 0.62458 0.28089
C -4.64162 0.69935 -0.67252
C -5.90694 0.23154 -0.37843
C -6.16971 -0.32691 0.86337
C -5.16120 -0.41948 1.80878
C -3.89578 0.04594 1.51382
C -2.16112 2.72558 -0.90564
C -1.13571 3.14180 -1.74704
C -1.16878 4.39545 -2.32906
C -2.21567 5.25985 -2.05789
C -3.23628 4.85672 -1.21171
C -3.21236 3.59620 -0.64229
C -0.57136 -2.49889 -1.97137
C 0.22433 -1.92976 -2.95506
C 0.67158 -2.69083 -4.02181
C 0.33363 -4.03077 -4.11082
C -0.42896 -4.61319 -3.10960
C -0.87439 -3.85256 -2.04512
C -2.81292 -2.24648 -0.39034
C -3.21818 -2.73603 0.83894
C -4.45597 -3.33063 0.98576
C -5.31067 -3.41989 -0.09896
C -4.91871 -2.91111 -1.32827
C -3.67675 -2.32888 -1.47584
H 0.00884 -4.48037 3.44524
H -1.16016 -3.18030 3.46293
H -1.31316 -4.48689 2.29509
H 1.54954 -5.09417 1.18092
H 0.86828 -4.47088 -0.30755
H 2.39826 -3.85093 0.27889
H 2.17145 -2.68783 3.44030
H 2.63860 -1.62466 2.12202
H 1.36752 -1.14711 3.21947
H -1.00308 1.22843 4.51500
H 0.44932 1.95712 3.85267
H -0.68481 2.92934 4.77990
H -3.69564 1.94842 3.64921
H -3.49514 3.69201 3.59346
H -4.05270 2.81722 2.17814
H -0.11100 4.33132 1.35463
H -1.79358 4.83976 1.34701
H -0.84825 4.96673 2.82196
H -4.41503 1.12868 -1.64103
H -6.69847 0.30257 -1.11506
H -7.15975 -0.70095 1.09048
H -5.35889 -0.86182 2.77638
H -3.08429 -0.01634 2.22697
H -0.31411 2.46645 -1.95522
H -0.37235 4.69241 -2.99676
H -2.24011 6.24712 -2.50176
H -4.05353 5.53255 -0.99353
H -4.02409 3.29262 0.00681
H 0.47377 -0.87974 -2.89527
H 1.27452 -2.22783 -4.78892
H 0.66570 -4.62948 -4.95070
H -0.69056 -5.66315 -3.16601
H -1.48221 -4.30055 -1.26643
H -2.54115 -2.64640 1.67308
H -4.75858 -3.71919 1.94959
H -6.28906 -3.87078 0.01432
H -5.59064 -2.97811 -2.17491
H -3.35721 -1.93000 -2.43076
C 2.74438 4.51952 2.93856
C 2.97529 3.55757 1.77517
C 4.39453 3.71044 1.19934
O 2.03415 3.84272 0.76359
C 2.88165 2.05666 2.23890
O 3.33029 1.74989 3.33778
O 2.39620 1.26263 1.36630
H 2.99442 5.53477 2.63872
H 3.35320 4.21030 3.78138
H 1.69714 4.48133 3.21932
H 4.50308 4.70258 0.76534
H 4.52158 2.96077 0.41807
H 5.13157 3.56703 1.98454
H 1.87158 2.99856 0.30562
N 8.14020 -2.65294 -1.94298
C 6.90336 -3.22071 -2.16701
S 6.84384 -4.68457 -2.96649
C 5.73734 -2.55938 -1.66474
C 4.44608 -2.94903 -2.06240
C 3.34976 -2.27875 -1.57169
N 3.41040 -1.26894 -0.70090
C 4.63163 -0.89540 -0.30439
C 5.79477 -1.48864 -0.74513
H 8.88707 -3.07790 -2.47179
H 8.16674 -1.64697 -1.87787
H 4.33499 -3.76843 -2.75563
H 2.35965 -2.57302 -1.88735
H 4.63881 -0.08158 0.41338
H 6.74450 -1.15171 -0.35523
B 2.23069 2.03220 -4.20341
C 2.19307 1.72402 -2.67091
N 2.05947 1.43489 -1.55503
H 2.09552 0.96669 -4.75099
H 3.26598 2.55068 -4.51263
H 1.29968 2.75632 -4.43700
```

Output
Relative energy (zero: lowest compared OMol25 entry of this formula, charge and spin), kcal/mol: 109.90
Total charge: -2


4.
Computed, not measured: a cluster of 13 separate species, C42H54Cl48NO in total, with the ωB97M-V functional and the def2-TZVPD basis.

Geometry as XYZ:
```
146
C42H54Cl48NO | OMol25 | the ωB97M-V functional and the def2-TZVPD basis
C 9.33852 -0.91392 4.11817
C 10.24155 -0.47441 2.80429
C 10.76897 -1.77712 1.94937
C 9.50941 -2.26007 0.96330
C 8.90075 -3.73641 1.37806
C 7.29306 -3.74475 1.69896
C 6.33001 -3.47291 0.39684
C 5.83994 -1.89423 0.34091
C 5.91534 -1.30434 -1.19235
C 6.46361 0.23558 -1.31305
C 5.96982 1.24724 -0.12149
C 4.34576 1.25919 0.14427
C 3.43244 1.18251 -1.22176
C 2.15140 2.25800 -1.19753
C 0.76700 1.56695 -1.83378
C 1.26210 0.95110 -3.30848
C -0.35158 2.71148 -2.19211
C -1.87674 2.14402 -2.41626
C -2.27549 0.91711 -1.35650
O -2.78249 -0.29077 -2.00687
C -1.79864 -0.96331 -2.85652
C -2.67509 -2.01935 -3.81451
C -1.06670 0.70506 -0.27595
C -1.30501 -0.48024 0.82921
C -2.86916 -0.83418 1.15852
C -4.03248 0.20682 1.65877
C -5.58098 -0.36002 1.92677
C -5.97618 -1.94506 1.72035
C -7.47873 -2.58943 1.96701
C -4.80122 -3.03734 1.25775
C -3.29650 -2.44296 0.99411
N 0.30973 0.49905 -0.86667
H 9.77256 -1.90433 4.56719
H 8.22152 -1.08249 3.75486
H 9.33569 -0.10747 4.96664
H 9.60214 0.28408 2.14513
H 11.18887 0.11918 3.15179
H 11.74058 -1.49276 1.31968
H 11.11492 -2.62682 2.69032
H 9.99981 -2.37205 -0.11486
H 8.72009 -1.38874 1.01388
H 9.53023 -4.09637 2.32359
H 9.10280 -4.48421 0.47582
H 6.97685 -2.99504 2.56732
H 7.01350 -4.83200 2.09477
H 6.81933 -3.84862 -0.61723
H 5.34149 -4.12144 0.54856
H 6.54020 -1.29437 1.07659
H 4.72142 -1.83667 0.68306
H 6.70797 -1.98669 -1.76565
H 4.91041 -1.41632 -1.79039
H 6.14984 0.66803 -2.36761
H 7.65416 0.19208 -1.30667
H 6.34254 2.34700 -0.38766
H 6.56049 0.94250 0.86501
H 4.11812 0.34641 0.87472
H 4.04164 2.23559 0.73905
H 4.06850 1.39243 -2.18689
H 3.00663 0.06925 -1.26807
H 2.51619 3.15890 -1.89049
H 1.89437 2.61269 -0.11135
H 2.21839 1.48411 -3.72564
H 1.46902 -0.20575 -3.26837
H 0.39519 1.10719 -4.10017
H -0.02022 3.17911 -3.23952
H -0.29410 3.58927 -1.41458
H -1.99658 1.83598 -3.53815
H -2.61521 3.06054 -2.22783
H -3.19282 1.36443 -0.73497
H -1.05521 -1.67546 -2.25167
H -1.22110 -0.28115 -3.60989
H -2.79689 -3.03714 -3.24631
H -2.19126 -2.12344 -4.88832
H -3.72661 -1.52428 -3.95035
H -1.00182 1.72253 0.34684
H -0.69817 -1.44503 0.54184
H -0.82819 -0.09867 1.85556
H -3.79273 1.34385 1.79991
H -6.38688 0.43661 2.28143
H -7.61832 -2.95057 3.09323
H -7.51407 -3.59225 1.32034
H -8.35781 -1.91249 1.59328
H -5.04528 -4.17748 1.12611
H -2.46062 -3.22644 0.66912
H 0.46769 -0.42531 -1.32391
H 0.98809 0.53290 -0.04641
C 7.64222 0.53171 7.68562
Cl 6.36434 1.32214 8.64326
Cl 8.26539 1.67436 6.46889
Cl 8.96884 0.03080 8.76436
Cl 6.97018 -0.90059 6.86604
C 3.14222 -3.89906 -3.58251
Cl 1.86434 -3.10863 -2.62488
Cl 3.76539 -2.75640 -4.79925
Cl 4.46884 -4.39997 -2.50377
Cl 2.47018 -5.33136 -4.40209
C -10.95777 -0.20221 2.48314
Cl -12.22705 0.50024 3.51770
Cl -9.37463 0.47269 2.94424
Cl -10.93285 -1.97145 2.69220
Cl -11.29673 0.18968 0.77834
C -6.72702 0.22656 -3.29901
Cl -6.99971 1.97565 -3.09620
Cl -5.54750 -0.04298 -4.60688
Cl -6.09517 -0.45610 -1.77938
Cl -8.26586 -0.57030 -3.71350
C -0.12707 -3.52058 -6.95844
Cl 0.42739 -3.20861 -5.29409
Cl -1.70586 -2.73584 -7.21546
Cl 1.05895 -2.86106 -8.11295
Cl -0.28867 -5.27695 -7.21119
C -1.32702 6.92535 -0.30167
Cl -1.75875 5.26120 0.16633
Cl 0.27474 7.33288 0.36371
Cl -1.28119 7.04963 -2.07846
Cl -2.54305 8.05765 0.34174
C -9.72707 4.97795 -4.38530
Cl -9.58183 3.73754 -5.65616
Cl -10.10740 6.55072 -5.13109
Cl -11.03066 4.52412 -3.25870
Cl -8.18830 5.09930 -3.49520
C -2.82707 11.95977 -0.80017
Cl -2.68183 10.71935 -2.07103
Cl -3.20740 13.53254 -1.54597
Cl -4.13066 11.50594 0.32642
Cl -1.28830 12.08112 0.08993
C 7.67294 3.59073 -3.06923
Cl 7.75372 2.08355 -4.01618
Cl 8.09283 4.97170 -4.11377
Cl 6.02179 3.80600 -2.43529
Cl 8.82345 3.50152 -1.71159
C -9.42703 -5.84673 3.46437
Cl -9.05386 -4.60282 4.68431
Cl -7.91174 -6.58124 2.88228
Cl -10.45489 -7.10546 4.19487
Cl -10.28774 -5.09729 2.09605
C -11.82707 -9.89232 6.69380
Cl -12.50372 -9.48082 5.09767
Cl -13.13212 -10.46714 7.76192
Cl -10.60388 -11.17438 6.50767
Cl -11.06847 -8.44682 7.40786
C -4.93209 5.78774 3.18022
Cl -6.20137 6.49019 4.21478
Cl -3.34895 6.46264 3.64132
Cl -4.90716 4.01850 3.38928
Cl -5.27104 6.17963 1.47542
```

Output
Total charge: +1


| no. | Kohn-Sham gap (eV) | strongest force on any atom (eV/A) |
| --- | --- | --- |
| 1 | 4.86 | 2.75 |
| 2 | 7.14 | 13.53 |
| 3 | 4.19 | 5.08 |
| 4 | 7.91 | 5.40 |